Below is a structure of composition C36H37CoNP2S, with properties calculated with ωB97M-V with the def2-TZVPD basis set.

Geometry (Å):
Co -0.967 -0.816 -0.382
C 0.984 1.525 -2.623
C 2.040 1.143 -1.889
C 3.015 2.094 -1.244
C 2.411 3.297 -0.517
C 1.005 3.156 0.005
C -0.109 3.341 -0.723
C -0.123 3.772 -2.166
C 0.805 2.949 -3.064
C -2.145 -1.687 2.146
H 0.277 0.858 -3.106
H 2.406 0.110 -1.882
H 3.734 2.461 -1.991
H 3.637 1.548 -0.528
H 3.045 3.510 0.353
H 2.493 4.177 -1.161
H 0.983 3.171 1.102
H -1.080 3.456 -0.242
H 0.121 4.844 -2.275
H -1.152 3.707 -2.549
H 0.370 2.961 -4.069
H 1.767 3.464 -3.137
H -2.580 -2.150 1.258
H -2.935 -1.559 2.910
H -1.350 -2.351 2.514
P 1.055 -1.652 -0.587
P -1.431 -0.047 1.885
C 1.226 -0.245 0.543
C 0.183 0.412 1.209
C 2.430 -2.750 -0.372
C 3.705 -2.139 -0.394
C 4.829 -2.941 -0.233
C 4.677 -4.319 -0.032
C 3.408 -4.914 0.002
C 2.267 -4.138 -0.164
C 0.453 -1.581 -2.360
C -0.890 -1.163 -2.562
C -1.473 -1.302 -3.808
C -0.759 -1.928 -4.828
C 0.539 -2.387 -4.611
C 1.164 -2.217 -3.377
C -1.117 0.389 3.618
C -0.118 -0.362 4.255
C -0.002 -0.289 5.642
C -0.851 0.572 6.349
C -1.782 1.383 5.692
C -1.923 1.299 4.305
C -2.824 0.948 1.223
C -4.013 0.344 0.760
C -4.989 1.116 0.130
C -4.797 2.487 -0.041
C -3.643 3.102 0.453
C -2.673 2.340 1.106
H 2.269 0.022 0.708
H 0.433 1.419 1.507
H 3.782 -1.053 -0.547
H 5.813 -2.479 -0.270
H 5.562 -4.937 0.090
H 3.302 -5.986 0.151
H 1.254 -4.558 -0.155
H -1.559 -0.622 -1.794
H -2.478 -0.922 -3.968
H -1.227 -2.064 -5.797
H 1.091 -2.901 -5.388
H 2.163 -2.601 -3.168
H 0.543 -0.997 3.657
H 0.737 -0.898 6.165
H -0.776 0.613 7.433
H -2.414 2.077 6.243
H -2.643 1.915 3.759
H -4.166 -0.730 0.889
H -5.902 0.633 -0.214
H -5.552 3.078 -0.550
H -3.500 4.177 0.336
H -1.777 2.826 1.505
S -1.576 -5.785 -0.491
C -1.410 -4.205 -0.370
N -1.273 -3.023 -0.272

Properties
Total energy in eV: -106453.928
2S+1: 4
Molecular weight in Da: 636.6
Total charge: 0
HOMO level (alpha / beta) in eV: -5.3 / -6.6
Orbital gap (alpha / beta) in eV: 5.255 / 6.400

Atom charges from the Löwdin analysis, given in e for atoms 1 to 5: Co 0.17; C -0.09; C -0.14; C -0.19; C -0.18

---

Below is the ion C7H10O2PS with charge -1, with properties calculated with ωB97M-V with the def2-TZVPD basis set.

Geometry (Å):
C 3.322 0.227 1.148
C 2.213 -0.636 1.207
C 3.357 1.093 0.073
C 1.295 -0.381 0.204
C -2.622 0.077 0.601
C -1.804 0.517 -1.754
C -1.412 0.267 -0.257
O -0.136 -1.973 -1.283
O -0.700 -1.918 1.276
P -0.301 -1.182 0.041
S 1.809 0.928 -0.846
H 4.247 0.154 1.768
H 2.012 -1.626 1.790
H 4.124 1.706 -0.277
H -2.960 -0.896 0.641
H -2.472 0.344 1.665
H -3.464 0.680 0.246
H -2.361 -0.339 -2.076
H -0.894 0.430 -2.357
H -2.347 1.384 -1.969
H -0.907 1.144 0.159

Properties
Total energy in eV: -31642.820
Structure (SMILES): CC(C)[P@](=O)([O-])c1cccs1
Molecular weight in Da: 189.2
Total charge: -1
HOMO level in eV: -4.6
ΔE to the lowest compared entry with this formula, charge and spin in kcal per mole: 0.0
Orbital gap in eV: 7.710

Atom charges from the Löwdin analysis, given in e for atoms 1 to 5: C -0.25; C -0.19; C -0.39; C -0.58; C -0.16

---

Below is the molecule C6H7P, with properties calculated with ωB97M-V with the def2-TZVPD basis set.

Geometry (Å):
C 1.921 -1.201 -0.128
C 0.561 -1.143 -0.026
C 2.622 0.006 0.007
C -1.798 1.611 -0.129
C -1.235 0.403 -0.083
C -0.054 -0.043 0.438
P 1.809 1.568 -0.077
H 2.357 -2.151 -0.264
H -0.025 -2.144 -0.047
H 3.755 0.021 0.126
H -2.784 1.803 -0.482
H -1.398 2.538 0.259
H -1.589 -0.383 -0.774
H 0.105 0.292 1.433

Properties
Total energy in eV: -15619.585
Molecular weight in Da: 110.1
Total charge: 0
HOMO level in eV: -7.5
ΔE to the lowest compared entry with this formula, charge and spin in kcal per mole: 95.3
Orbital gap in eV: 6.999

Atom charges from the Löwdin analysis, given in e for atoms 1 to 5: C -0.22; C -0.18; C -0.50; C 0.01; C -0.25

---

Below is a cluster of 2 separate species, C4H9O2 in total, with properties calculated with ωB97M-V with the def2-TZVPD basis set.

Geometry (Å):
C -1.720 -0.447 1.510
C -0.757 -1.640 1.725
O -0.690 -2.547 0.922
O 0.072 -1.353 2.649
H -2.753 -0.687 1.769
H -1.793 -0.017 0.512
H -1.514 0.449 2.070
C 1.005 0.783 -0.708
C 1.251 0.810 -2.190
H 1.657 1.508 -0.153
H 0.008 0.941 -0.200
H 1.250 -0.158 -0.247
H 0.738 -0.049 -2.643
H 2.331 0.708 -2.314
H 0.914 1.700 -2.702

Properties
Total energy in eV: -8386.357
2S+1: 2
Molecular weight in Da: 89.1
Total charge: 0
HOMO level (alpha / beta) in eV: -10.9 / -10.8
ΔE to the lowest compared entry with this formula, charge and spin in kcal per mole: 12.7
Orbital gap (alpha / beta) in eV: 11.742 / 7.537

Atom charges from the Löwdin analysis, given in e for atoms 1 to 5: C 0.01; C -0.63; O 0.09; O 0.26; H 0.09

---

Below is a structure of composition H37O19, with properties calculated with ωB97M-V with the def2-TZVPD basis set.

Geometry (Å):
O -3.406 -1.215 -1.548
H -4.336 -1.261 -1.734
H -2.823 -1.132 -2.395
O 4.955 0.266 -1.524
H 1.411 -2.907 3.071
H 4.291 1.016 -1.692
O 1.757 3.287 -1.114
H 0.019 -0.110 -4.348
H 1.758 2.333 -2.573
O 1.869 -3.384 -2.395
H 2.700 -3.222 -2.744
H 1.586 -2.428 -2.041
O -2.403 1.251 -1.704
H -3.360 1.333 -1.692
H 1.123 1.298 0.570
O -2.022 -3.976 -1.066
H -1.090 -4.185 -0.979
H -2.155 -3.167 -0.535
O 2.090 1.480 -3.099
H -2.056 1.292 -0.786
H 2.337 1.584 -4.004
O -0.847 -0.221 -4.249
H -2.167 1.257 1.702
O 3.835 1.302 2.300
H 2.976 1.528 1.588
H 3.746 2.085 2.669
O -3.333 -1.765 0.959
H -3.125 -1.913 0.001
H -4.225 -1.584 1.053
O 0.017 -0.877 1.293
H 0.652 -0.207 1.451
H 0.375 -1.227 0.456
O 2.368 -0.997 2.523
H 1.811 3.989 -0.531
H 2.443 -0.617 3.481
O 1.881 1.762 0.736
H -1.021 2.489 -2.276
H -1.148 -0.013 -3.305
O -2.519 0.599 1.070
H 2.037 2.484 -0.281
H 2.755 -0.264 2.067
O -1.562 -3.831 2.041
H -1.523 -3.266 2.827
H -1.976 -3.031 1.506
O -0.524 2.776 -1.559
H 0.348 2.963 -1.590
H -1.906 -0.161 1.110
O -2.109 3.908 0.825
H -1.188 3.785 0.640
H -2.414 3.451 0.070
O 0.728 -3.537 3.432
H 0.768 -4.114 2.601
H 4.904 0.505 -0.578
O -0.765 2.762 3.233
H -1.196 2.700 2.395
H -0.409 1.990 3.588

Properties
Total energy in eV: -39495.112
2S+1: 2
Molecular weight in Da: 341.3
Total charge: 0
HOMO level (alpha / beta) in eV: -10.0 / -10.0
ΔE to the lowest compared entry with this formula, charge and spin in kcal per mole: 99.0
Orbital gap (alpha / beta) in eV: 9.179 / 3.183

Atom charges from the Löwdin analysis, given in e for atoms 1 to 5: O -0.07; H 0.06; H 0.12; O -0.09; H 0.01

---

Below is the ion CH2F4P with charge +1, with properties calculated with ωB97M-V with the def2-TZVPD basis set.

Geometry (Å):
C 0.949 -0.127 0.313
F 1.189 -1.135 -0.609
F -1.668 -0.926 0.187
F -1.015 0.509 -1.636
F -1.464 1.701 0.554
P -0.727 0.220 -0.119
H 1.819 0.404 0.067
H 0.917 -0.646 1.243

Properties
Total energy in eV: -21220.295
Molecular weight in Da: 121.0
Total charge: +1
HOMO level in eV: -19.7
ΔE to the lowest compared entry with this formula, charge and spin in kcal per mole: 15.2
Orbital gap in eV: 13.535

Atom charges from the Löwdin analysis, given in e for atoms 1 to 5: C -0.14; F -0.03; F 0.04; F -0.01; F -0.14

---

Below is a structure of composition NO3Sn, with properties calculated with ωB97M-V with the def2-TZVPD basis set.

Geometry (Å):
Sn -30.566 -5.747 3.930
N -31.910 -6.994 1.202
O -33.049 -6.904 0.843
O -31.111 -7.534 0.479
O -31.630 -6.480 2.283

Properties
Total energy in eV: -13450.239
Molecular weight in Da: 180.7
Total charge: +1
HOMO level in eV: -14.2
ΔE to the lowest compared entry with this formula, charge and spin in kcal per mole: 15.5
Orbital gap in eV: 5.994

Charges computed using Löwdin, reported in e: Sn 1.73; N -0.60; O 0.13; O 0.12; O -0.38

---

What is the formula in the seventh record?
NO3Sn